(P)
DFT (the ωB97M-V functional and the def2-TZVPD basis) results for a structure of composition C3H3N3O2.

LUMO   -0.0818 Ha
Molecular weight   113.08 g/mol
E_HOMO   -10.559 eV

```
! wB97M-V def2-TZVPD RIJCOSX def2/J DEFGRID3
* xyz 0 1
C -0.454 -0.063 -0.001
C 0.540 1.508 -1.045
C 1.452 0.700 -0.105
H -0.270 -1.570 1.987
H -2.097 -1.405 -0.295
H 2.440 0.880 0.125
N -1.407 -0.830 0.650
N -0.697 0.825 -0.935
N 0.762 -0.082 0.671
O -0.881 -2.449 0.757
O 0.612 2.487 -1.810
*
```

The computed natural (NBO) charges, all in e, follow:
1. C 0.503
2. C 0.569
3. C 0.102
4. H 0.511
5. H 0.445
6. H 0.207
7. N -0.388
8. N -0.512
9. N -0.425
10. O -0.570
11. O -0.441



(Q)
DFT (the ωB97M-V functional and the def2-TZVPD basis) results for the molecule C3H3N3O2.

LUMO   -0.0062 Ha
Molecular weight   113.08 g/mol
E_HOMO   -9.921 eV
SMILES string   O=C/N=c1\[nH]nco1

```
! wB97M-V def2-TZVPD RIJCOSX def2/J DEFGRID3
* xyz 0 1
C -2.202 -0.296 0.067
C 0.023 -0.451 0.225
C 2.142 -0.082 -0.289
H -3.223 -0.547 0.037
H -0.429 1.368 -0.289
H 3.049 -0.480 -0.317
N -1.030 -1.107 0.056
N 0.341 0.838 0.548
N 1.705 1.083 -0.012
O -2.010 0.931 -0.354
O 1.225 -1.065 -0.094
*
```

The computed natural (NBO) charges, all in e, follow:
1. C 0.512
2. C 0.695
3. C 0.322
4. H 0.185
5. H 0.481
6. H 0.197
7. N -0.573
8. N -0.485
9. N -0.266
10. O -0.626
11. O -0.442



The energy of each structure relative to the most stable one, in kcal/mol, is as follows: (P) 129.0; (Q) 0.0.



(P)
DFT (the ωB97M-V functional and the def2-TZVPD basis) results for the molecule C4H6S2.

LUMO   -0.0185 Ha
Molecular weight   118.23 g/mol
E_HOMO   -8.890 eV
SMILES string   S=CC[C@H]1CS1

```
! wB97M-V def2-TZVPD RIJCOSX def2/J DEFGRID3
* xyz 0 1
C 1.712 0.166 0.159
C 0.480 -0.742 0.021
C -0.861 -0.245 0.523
C -1.326 0.876 -0.340
H 1.430 1.188 0.511
H 0.932 -1.729 0.286
H 0.261 -0.913 -1.017
H -1.001 -0.308 1.560
H -1.773 1.803 0.083
H -0.707 0.907 -1.240
S 3.220 -0.349 -0.264
S -2.367 -0.653 -0.282
*
```

The computed natural (NBO) charges, all in e, follow:
1. C -0.226
2. C -0.524
3. C -0.348
4. C -0.473
5. H 0.194
6. H 0.253
7. H 0.243
8. H 0.234
9. H 0.243
10. H 0.225
11. S 0.047
12. S 0.133



(Q)
DFT (the ωB97M-V functional and the def2-TZVPD basis) results for a structure of composition C4H6S2.

LUMO   -0.0361 Ha
Molecular weight   118.23 g/mol
E_HOMO   -8.866 eV

```
! wB97M-V def2-TZVPD RIJCOSX def2/J DEFGRID3
* xyz 0 1
C -0.914 0.456 -1.839
C 0.194 -0.285 0.825
C -0.089 -0.045 2.128
C 1.510 -0.630 0.342
H -0.808 1.466 -1.269
H -2.368 0.773 -2.162
H -0.258 0.118 -3.071
H 0.683 -0.045 2.883
H -1.360 0.104 2.052
H 1.696 -1.037 -0.637
S -1.136 -0.657 -0.374
S 2.850 -0.218 1.122
*
```

The computed natural (NBO) charges, all in e, follow:
1. C -0.826
2. C -0.278
3. C -0.311
4. C -0.321
5. H 0.245
6. H 0.229
7. H 0.276
8. H 0.246
9. H 0.239
10. H 0.219
11. S 0.217
12. S 0.064



(R)
DFT (the ωB97M-V functional and the def2-TZVPD basis) results for a structure of composition C4H6S2.

LUMO   -0.0170 Ha
Molecular weight   118.23 g/mol
E_HOMO   -8.519 eV

```
! wB97M-V def2-TZVPD RIJCOSX def2/J DEFGRID3
* xyz 0 1
C 1.556 -0.535 0.655
C 1.317 0.840 0.188
C -1.272 0.120 -0.120
C -2.068 -0.178 -1.189
H 1.459 -0.532 1.943
H 0.407 -1.222 0.329
H 2.708 -0.993 0.280
H -1.332 -0.530 0.875
H -2.247 0.452 -2.018
H -2.738 -1.024 -0.905
S 2.493 2.035 0.072
S -0.282 1.568 -0.110
*
```

The computed natural (NBO) charges, all in e, follow:
1. C -0.735
2. C -0.285
3. C -0.426
4. C -0.368
5. H 0.272
6. H 0.244
7. H 0.291
8. H 0.230
9. H 0.217
10. H 0.208
11. S -0.026
12. S 0.378



The energy of each structure relative to the most stable one, in kcal/mol, is as follows: (P) 0.0; (Q) 86.6; (R) 40.9.



(P)
DFT (the ωB97M-V functional and the def2-TZVPD basis) results for a cluster of 2 separate species, C3H8S in total.

LUMO   0.0382 Ha
Molecular weight   76.16 g/mol
E_HOMO   -9.054 eV
SMILES string   C=C.CS

```
! wB97M-V def2-TZVPD RIJCOSX def2/J DEFGRID3
* xyz 0 1
C 4.496 2.977 -1.215
S 3.033 3.039 -2.288
H 4.259 2.266 -0.388
H 5.309 2.717 -1.868
H 4.559 3.867 -0.672
H 3.528 4.026 -3.092
C -3.894 -2.572 1.382
C -4.427 -3.723 1.624
H -4.254 -1.982 0.600
H -3.268 -2.131 2.008
H -5.270 -4.213 1.324
H -4.072 -4.271 2.584
*
```

The computed natural (NBO) charges, all in e, follow:
1. C -0.724
2. S -0.057
3. H 0.227
4. H 0.223
5. H 0.214
6. H 0.118
7. C -0.368
8. C -0.361
9. H 0.182
10. H 0.185
11. H 0.192
12. H 0.169



(Q)
DFT (the ωB97M-V functional and the def2-TZVPD basis) results for a cluster of 2 separate species, C3H8S in total.

LUMO   -0.1134 Ha
Molecular weight   76.16 g/mol
E_HOMO   -9.564 eV

```
! wB97M-V def2-TZVPD RIJCOSX def2/J DEFGRID3
* xyz 0 1
C 1.310 0.788 1.040
C 1.532 -0.378 0.023
C 0.760 -0.378 -1.303
S -1.922 -0.018 0.127
H 0.766 0.391 1.881
H 2.188 1.341 1.451
H 0.715 1.563 0.665
H 1.170 -1.294 0.526
H 2.587 -0.681 -0.216
H -0.369 -0.101 -1.153
H 0.809 -1.386 -1.669
H 1.265 0.260 -2.064
*
```

The computed natural (NBO) charges, all in e, follow:
1. C -0.625
2. C -0.420
3. C -0.486
4. S -0.138
5. H 0.221
6. H 0.215
7. H 0.214
8. H 0.204
9. H 0.216
10. H 0.154
11. H 0.222
12. H 0.223



The energy of each structure relative to the most stable one, in kcal/mol, is as follows: (P) 0.0; (Q) 48.2.



(P)
DFT (the ωB97M-V functional and the def2-TZVPD basis) results for a cluster of 2 separate species, C3H8S in total.

LUMO   0.0126 Ha
Molecular weight   76.16 g/mol
E_HOMO   -9.009 eV

```
! wB97M-V def2-TZVPD RIJCOSX def2/J DEFGRID3
* xyz 0 1
C -0.707 1.188 0.928
C -0.332 0.463 -0.318
C 0.362 -0.875 -0.109
S 0.146 -2.076 -1.599
H -1.685 0.901 1.312
H -0.043 0.876 1.696
H -0.596 2.251 0.877
H 1.175 1.429 -0.672
H -1.079 0.602 -1.222
H 1.475 -0.743 -0.193
H 0.016 -1.220 0.841
H 1.268 -2.797 -1.539
*
```

The computed natural (NBO) charges, all in e, follow:
1. C -0.669
2. C -0.196
3. C -0.531
4. S -0.093
5. H 0.208
6. H 0.206
7. H 0.234
8. H 0.020
9. H 0.233
10. H 0.249
11. H 0.209
12. H 0.129



(Q)
DFT (the ωB97M-V functional and the def2-TZVPD basis) results for the molecule C3H8S.

LUMO   0.0378 Ha
Molecular weight   76.16 g/mol
E_HOMO   -9.047 eV
SMILES string   CCCS

```
! wB97M-V def2-TZVPD RIJCOSX def2/J DEFGRID3
* xyz 0 1
C 0.043 2.450 0.487
C -0.065 1.047 -0.154
C -0.074 -0.250 0.663
S 0.041 -1.624 -0.571
H 0.775 2.977 -0.122
H 0.350 2.381 1.539
H -0.840 3.084 0.513
H -0.900 1.097 -0.860
H 0.825 0.969 -0.787
H -1.021 -0.466 1.152
H 0.708 -0.161 1.409
H 0.441 -2.624 0.256
*
```

The computed natural (NBO) charges, all in e, follow:
1. C -0.609
2. C -0.421
3. C -0.492
4. S -0.067
5. H 0.213
6. H 0.203
7. H 0.210
8. H 0.206
9. H 0.204
10. H 0.210
11. H 0.213
12. H 0.129



The energy of each structure relative to the most stable one, in kcal/mol, is as follows: (P) 72.7; (Q) 0.0.



(P)
DFT (the ωB97M-V functional and the def2-TZVPD basis) results for the molecule C20H35NOS.

LUMO   0.0283 Ha
Molecular weight   337.57 g/mol
E_HOMO   -8.186 eV
SMILES string   CCCCCCCCN[C@H](C)[C@@H](O)c1ccc(SC(C)C)cc1

```
! wB97M-V def2-TZVPD RIJCOSX def2/J DEFGRID3
* xyz 0 1
C 5.188 -5.775 3.624
C 4.640 -4.494 3.009
C 3.292 -4.104 3.613
C 2.738 -2.818 3.005
C 1.390 -2.437 3.615
C 0.851 -1.101 3.104
C 0.477 -1.122 1.625
C -0.266 0.152 1.217
N -1.498 0.263 1.969
H -2.136 -0.486 1.723
C -2.186 1.534 1.997
C -2.962 1.636 3.312
H -3.647 0.796 3.401
H -3.537 2.558 3.339
H -2.273 1.611 4.151
C -3.168 1.772 0.809
C -2.472 1.596 -0.518
C -2.755 0.503 -1.329
C -2.073 0.304 -2.512
C -1.097 1.208 -2.917
C -0.839 2.328 -2.138
C -1.517 2.510 -0.948
H -1.283 3.379 -0.347
H -0.111 3.061 -2.449
S -0.274 0.880 -4.448
C 1.437 1.519 -4.167
C 2.077 0.799 -2.993
H 2.133 -0.268 -3.195
H 1.504 0.948 -2.080
H 3.086 1.177 -2.833
C 2.206 1.298 -5.460
H 1.713 1.800 -6.289
H 2.263 0.236 -5.686
H 3.216 1.691 -5.362
H 1.353 2.590 -3.969
H -2.284 -0.554 -3.132
H -3.508 -0.210 -1.022
O -3.800 3.031 0.919
H -3.136 3.719 0.800
H -3.986 1.046 0.890
H -1.423 2.323 1.973
H 0.350 1.022 1.462
H -0.416 0.142 0.125
H -0.165 -1.983 1.425
H 1.369 -1.216 1.005
H 1.596 -0.321 3.276
H -0.044 -0.837 3.669
H 0.663 -3.224 3.403
H 1.502 -2.376 4.700
H 2.630 -2.953 1.927
H 3.450 -2.006 3.169
H 2.578 -4.916 3.453
H 3.406 -3.974 4.692
H 4.526 -4.628 1.931
H 5.353 -3.682 3.167
H 6.147 -6.035 3.180
H 5.327 -5.654 4.696
H 4.499 -6.601 3.461
*
```

The computed natural (NBO) charges, all in e, follow:
1. C -0.600
2. C -0.387
3. C -0.386
4. C -0.392
5. C -0.384
6. C -0.399
7. C -0.399
8. C -0.204
9. N -0.646
10. H 0.355
11. C -0.052
12. C -0.607
13. H 0.199
14. H 0.220
15. H 0.214
16. C 0.073
17. C -0.059
18. C -0.194
19. C -0.220
20. C -0.169
21. C -0.251
22. C -0.153
23. H 0.193
24. H 0.214
25. S 0.227
26. C -0.305
27. C -0.624
28. H 0.214
29. H 0.220
30. H 0.209
31. C -0.617
32. H 0.220
33. H 0.213
34. H 0.216
35. H 0.204
36. H 0.223
37. H 0.213
38. O -0.704
39. H 0.461
40. H 0.177
41. H 0.181
42. H 0.183
43. H 0.176
44. H 0.190
45. H 0.203
46. H 0.189
47. H 0.221
48. H 0.191
49. H 0.197
50. H 0.193
51. H 0.191
52. H 0.192
53. H 0.191
54. H 0.192
55. H 0.192
56. H 0.206
57. H 0.200
58. H 0.200



(Q)
DFT (the ωB97M-V functional and the def2-TZVPD basis) results for the molecule C20H35NOS.

LUMO   0.0302 Ha
Molecular weight   337.57 g/mol
E_HOMO   -7.993 eV
SMILES string   CCCCCCCCN[C@H](C)[C@@H](O)c1ccc(SC(C)C)cc1

```
! wB97M-V def2-TZVPD RIJCOSX def2/J DEFGRID3
* xyz 0 1
C -9.408 -2.377 0.362
C -8.034 -2.044 -0.206
C -7.689 -0.567 -0.028
C -6.313 -0.224 -0.593
C -5.978 1.254 -0.404
C -4.659 1.668 -1.056
C -3.435 1.030 -0.403
C -2.139 1.613 -0.969
N -0.973 0.940 -0.420
H -0.180 1.040 -1.046
C -0.568 1.346 0.919
C 0.236 2.646 0.959
H 0.505 2.895 1.982
H -0.355 3.464 0.552
H 1.147 2.550 0.371
C 0.201 0.146 1.538
C 1.545 -0.045 0.868
C 2.682 0.545 1.404
C 3.913 0.427 0.785
C 4.030 -0.313 -0.383
C 2.899 -0.920 -0.920
C 1.672 -0.784 -0.303
H 0.808 -1.271 -0.728
H 2.996 -1.498 -1.827
S 5.539 -0.501 -1.288
C 6.866 -0.324 -0.017
C 6.762 -1.443 1.004
H 5.793 -1.435 1.499
H 7.538 -1.330 1.760
H 6.890 -2.407 0.515
C 8.193 -0.349 -0.758
H 8.235 0.449 -1.496
H 8.320 -1.299 -1.272
H 9.013 -0.219 -0.055
H 6.730 0.652 0.455
H 4.769 0.917 1.222
H 2.608 1.113 2.321
O -0.614 -0.996 1.455
H -1.055 -0.941 0.593
H 0.362 0.335 2.605
H -1.479 1.470 1.513
H -2.129 1.456 -2.051
H -2.121 2.701 -0.792
H -3.432 -0.047 -0.574
H -3.477 1.198 0.674
H -4.564 2.755 -0.988
H -4.681 1.407 -2.117
H -6.783 1.853 -0.838
H -5.939 1.481 0.664
H -6.289 -0.466 -1.658
H -5.562 -0.840 -0.095
H -8.447 0.042 -0.527
H -7.714 -0.317 1.035
H -8.011 -2.294 -1.269
H -7.278 -2.653 0.294
H -9.446 -2.152 1.426
H -10.179 -1.793 -0.137
H -9.635 -3.431 0.226
*
```

The computed natural (NBO) charges, all in e, follow:
1. C -0.600
2. C -0.388
3. C -0.386
4. C -0.393
5. C -0.383
6. C -0.388
7. C -0.407
8. C -0.203
9. N -0.662
10. H 0.370
11. C -0.061
12. C -0.635
13. H 0.213
14. H 0.212
15. H 0.214
16. C 0.089
17. C -0.079
18. C -0.192
19. C -0.244
20. C -0.166
21. C -0.243
22. C -0.147
23. H 0.212
24. H 0.219
25. S 0.228
26. C -0.308
27. C -0.623
28. H 0.221
29. H 0.208
30. H 0.214
31. C -0.616
32. H 0.220
33. H 0.212
34. H 0.216
35. H 0.205
36. H 0.212
37. H 0.209
38. O -0.719
39. H 0.482
40. H 0.182
41. H 0.201
42. H 0.196
43. H 0.163
44. H 0.203
45. H 0.195
46. H 0.198
47. H 0.194
48. H 0.198
49. H 0.193
50. H 0.192
51. H 0.196
52. H 0.191
53. H 0.193
54. H 0.192
55. H 0.194
56. H 0.200
57. H 0.199
58. H 0.207



The energy of each structure relative to the most stable one, in kcal/mol, is as follows: (P) 5.0; (Q) 0.0.



(P)
DFT (the ωB97M-V functional and the def2-TZVPD basis) results for a cluster of 2 separate species, CH4N3 in total.

LUMO   -0.2722 Ha
Molecular weight   58.06 g/mol
E_HOMO   -14.088 eV

```
! wB97M-V def2-TZVPD RIJCOSX def2/J DEFGRID3
* xyz 1 1
C 1.572 0.384 -0.144
N 0.908 -0.436 0.504
N -2.009 -0.216 0.963
N -2.413 -0.115 -0.078
H 1.366 -1.300 0.671
H 2.599 0.284 -0.531
H 1.010 1.296 -0.576
H -3.033 0.102 -0.809
*
```

The computed natural (NBO) charges, all in e, follow:
1. C 0.003
2. N -0.652
3. N 0.494
4. N -0.050
5. H 0.360
6. H 0.183
7. H 0.151
8. H 0.511



(Q)
DFT (the ωB97M-V functional and the def2-TZVPD basis) results for the ion CH4N3 with charge +1.

LUMO   -0.2792 Ha
Molecular weight   58.06 g/mol
E_HOMO   -16.927 eV
SMILES string   [H]/N=C\N=[NH2+]

```
! wB97M-V def2-TZVPD RIJCOSX def2/J DEFGRID3
* xyz 1 1
C 0.992 0.484 0.219
N 1.353 -0.662 -0.188
N -0.223 0.729 -0.282
N -1.130 -0.057 -0.052
H 1.581 1.271 0.603
H 0.553 -1.083 -0.533
H -1.177 -0.512 0.903
H -1.948 -0.169 -0.670
*
```

The computed natural (NBO) charges, all in e, follow:
1. C 0.178
2. N -0.379
3. N 0.078
4. N -0.334
5. H 0.255
6. H 0.325
7. H 0.426
8. H 0.451



The energy of each structure relative to the most stable one, in kcal/mol, is as follows: (P) 0.0; (Q) 8.3.



(P)
DFT (the ωB97M-V functional and the def2-TZVPD basis) results for the ion CH4N3 with charge +1.

LUMO (alpha / beta)   -0.2386 / -0.2896 Ha
Molecular weight   58.06 g/mol
E_HOMO (alpha / beta)   -16.236 / -15.668 eV

```
! wB97M-V def2-TZVPD RIJCOSX def2/J DEFGRID3
* xyz 1 1
C 0.683 1.238 0.014
N -0.125 1.650 -0.853
N 0.539 -0.086 0.396
N -0.493 -0.991 0.069
H 1.556 1.875 0.548
H -0.494 -1.124 -1.030
H -1.536 -0.715 0.301
H -0.130 -1.846 0.555
*
```

The computed natural (NBO) charges, all in e, follow:
1. C 0.023
2. N -0.051
3. N -0.102
4. N -0.595
5. H 0.293
6. H 0.476
7. H 0.474
8. H 0.482



(Q)
DFT (the ωB97M-V functional and the def2-TZVPD basis) results for the ion CH4N3 with charge +1.

LUMO   -0.1689 Ha
Molecular weight   58.06 g/mol
E_HOMO   -14.361 eV

```
! wB97M-V def2-TZVPD RIJCOSX def2/J DEFGRID3
* xyz 1 1
C 2.499 0.077 0.074
N 1.408 -0.408 -0.032
N 0.295 -1.130 -0.005
N -0.937 -0.314 -0.020
H 3.448 0.492 -0.116
H -0.809 0.746 0.083
H -1.660 -0.723 0.732
H -1.499 -0.246 -0.937
*
```

The computed natural (NBO) charges, all in e, follow:
1. C 0.251
2. N -0.087
3. N -0.214
4. N -0.588
5. H 0.289
6. H 0.437
7. H 0.473
8. H 0.440



The energy of each structure relative to the most stable one, in kcal/mol, is as follows: (P) 31.6; (Q) 0.0.